1.
A 4-piece molecular cluster, C16H32BrF3IN4O7P overall at a distorted geometry. Source: OMol25; level of theory: wB97M-V/def2-TZVPD.

The largest force on an atom comes out at 4.75 eV/Å. Its structure (SMILES) is CC[C@H](Br)OC(=O)N(C[C@H](O)C(F)(F)F)P(O)I.CNC(C)=O.CNC(C)=O.CNC(C)=O. As for the frontier orbital gap: 8.94 eV. The value obtained for the HOMO energy is -9.3354 eV. The LUMO energy comes out at -0.3910 eV.

```
65
Properties=species:S:1:pos:R:3:lowdin_charge:R:1
C -1.12 1.67 2.04 -0.09
C -2.19 2.08 0.91 -0.25
C -2.32 1.02 -0.28 -0.65
Br -3.59 1.76 -1.61 0.74
O -2.58 -0.34 0.13 -0.11
C -3.95 -0.56 0.46 -0.61
O -4.66 -1.11 -0.42 0.03
N -4.39 -0.17 1.80 -0.23
C -5.85 0.14 1.85 -0.19
C -6.02 1.73 1.59 -0.20
O -5.36 2.41 2.68 -0.05
C -7.55 2.22 1.59 -0.34
F -8.48 1.18 1.37 0.08
F -7.80 2.88 2.83 0.07
F -7.68 3.19 0.55 0.06
P -4.09 -1.48 2.97 0.61
O -2.62 -1.03 3.74 -0.39
I -3.58 -3.59 1.73 0.44
H -0.82 0.56 2.00 0.06
H -0.19 2.33 1.91 0.08
H -1.58 1.97 3.05 0.08
H -3.22 2.36 1.33 0.09
H -1.79 3.05 0.43 0.11
H -1.29 1.00 -0.80 0.11
H -6.51 -0.51 1.19 0.14
H -6.21 -0.04 2.93 0.11
H -5.52 1.93 0.57 0.13
H -5.53 1.91 3.51 0.11
H -1.91 -1.13 3.05 0.03
C 3.65 1.46 -1.90 -0.07
N 2.53 2.19 -1.36 0.01
C 1.32 2.41 -1.93 -0.55
C 1.07 1.83 -3.30 -0.01
O 0.46 3.06 -1.34 0.01
H 3.89 0.64 -1.22 0.06
H 4.51 2.13 -1.96 0.09
H 3.44 1.05 -2.89 0.08
H 2.63 2.61 -0.45 0.14
H 0.06 2.08 -3.62 0.08
H 1.78 2.24 -4.02 0.09
H 1.16 0.74 -3.27 0.07
C 7.37 -0.49 1.69 -0.08
N 6.95 -0.48 0.30 0.00
C 6.04 -1.29 -0.30 -0.55
C 5.34 -2.33 0.53 -0.03
O 5.80 -1.15 -1.50 0.01
H 7.16 0.50 2.12 0.08
H 8.44 -0.67 1.73 0.08
H 6.85 -1.25 2.27 0.07
H 7.37 0.19 -0.32 0.14
H 4.65 -2.88 -0.09 0.06
H 6.08 -3.02 0.94 0.09
H 4.78 -1.85 1.34 0.09
C 1.24 -3.68 -3.30 -0.07
N 2.17 -3.10 -2.35 0.01
C 1.89 -2.29 -1.29 -0.53
C 0.45 -1.92 -1.04 0.00
O 2.80 -1.88 -0.59 0.02
H 1.34 -4.77 -3.25 0.08
H 1.51 -3.34 -4.30 0.08
H 0.21 -3.40 -3.09 0.08
H 3.15 -3.30 -2.46 0.14
H 0.39 -1.27 -0.16 0.08
H 0.04 -1.39 -1.90 0.08
H -0.13 -2.82 -0.84 0.09
```

***

2.
C16H32ClI2IrN2OP2 as an isolated structure at a distorted geometry. Source: OMol25; level of theory: wB97M-V/def2-TZVPD.

The largest force on an atom comes out at 5.37 eV/Å. As for the frontier orbital gap (spin up / spin down): 2.41 / 1.31 eV. As for the multiplicity: 5. Its energy relative to the best compared isomer or geometry (same formula, charge and spin) is 5.402 eV. The value obtained for the HOMO energy (spin up / spin down) is -12.0950 / -12.8974 eV. The LUMO energy (spin up / spin down) comes out at -9.6886 / -11.5851 eV. Its total charge is +2.

```
57
Properties=species:S:1:pos:R:3:lowdin_spin:R:1
I -3.00 0.18 -7.71 0.49
I -5.47 -0.52 -6.95 0.52
Ir -2.09 -0.17 -1.27 0.83
P -1.49 -2.40 -1.33 0.02
C -1.72 -3.31 -2.91 0.00
C 0.27 -2.70 -0.92 0.00
H 0.49 -3.78 -0.87 0.00
H -2.01 -4.47 -0.12 0.00
H 0.47 -2.24 0.05 0.00
H -2.26 -2.99 0.87 0.00
H -1.13 -2.82 -3.69 0.00
H 0.90 -2.23 -1.67 0.00
C -2.39 -3.44 -0.11 0.01
H -1.40 -4.35 -2.81 0.00
H -3.46 -3.44 -0.36 0.00
H -2.77 -3.27 -3.20 0.00
P -2.61 2.07 -0.93 0.02
C -3.30 3.01 -2.35 0.00
C -3.83 2.35 0.40 0.00
H -0.74 2.61 0.48 0.01
H -1.48 4.11 -0.18 0.00
H -0.43 3.09 -1.20 0.00
C -1.17 3.08 -0.41 0.02
H -3.46 1.86 1.31 0.00
H -3.98 3.42 0.58 0.00
H -3.50 4.05 -2.07 0.00
H -4.22 2.53 -2.68 0.00
H -4.78 1.90 0.12 0.00
H -2.58 2.99 -3.18 0.00
Cl -1.40 -0.19 1.01 0.22
C 2.40 2.18 4.39 0.00
C 2.36 0.68 4.07 0.00
N 2.68 0.33 2.67 0.02
C 3.79 -0.59 2.45 0.00
C 3.50 -1.95 3.08 0.00
C 1.85 0.79 1.66 0.03
O 0.91 1.49 2.04 0.04
C 1.82 0.45 0.15 0.30
C 2.72 -0.04 -0.83 0.05
C 2.26 -0.22 -2.17 0.23
C 0.86 -0.08 -2.47 0.02
N 0.02 0.32 -1.47 0.41
C 0.63 0.86 -0.38 0.67
H 3.41 2.59 4.20 0.00
H 2.15 2.33 5.47 0.00
H 1.66 2.77 3.82 0.00
H 3.07 0.20 4.78 0.00
H 1.34 0.29 4.32 0.00
H 3.98 -0.76 1.39 0.00
H 4.71 -0.14 2.89 0.00
H 2.59 -2.40 2.63 0.00
H 4.37 -2.63 2.91 0.00
H 3.35 -1.89 4.18 0.00
H 3.75 -0.27 -0.61 0.00
H 2.94 -0.60 -2.92 0.01
H 0.48 -0.45 -3.41 0.00
H 0.94 1.81 -0.75 0.08
```

***

3.
C16H32ClIN2O6S as an isolated structure. Source: OMol25; level of theory: wB97M-V/def2-TZVPD.

The largest force on an atom comes out at 0.79 eV/Å. As for the frontier orbital gap: 9.82 eV. Its energy relative to the best compared isomer or geometry (same formula, charge and spin) is 0.000 eV. The value obtained for the HOMO energy is -9.5104 eV. The LUMO energy comes out at 0.3145 eV.

```
59
Properties=species:S:1:pos:R:3:lowdin_charge:R:1
C -3.17 4.71 -0.61 -0.07
C -3.06 3.59 -1.64 -0.43
C -1.75 3.73 -2.44 -0.08
C -3.23 2.20 -1.03 -0.19
C -2.07 1.85 -0.08 -0.16
C -2.42 0.81 0.96 -0.73
Cl -3.40 -0.53 0.35 0.81
O -3.26 1.50 1.95 -0.20
S -2.52 1.64 3.35 0.59
O -2.93 0.59 4.21 -0.21
O -2.58 2.98 3.80 -0.21
O -1.07 1.34 2.76 -0.14
C -1.25 0.26 1.81 -0.34
C 0.07 0.04 1.12 -0.19
C 0.07 -0.99 -0.02 -0.28
C -0.41 -2.41 0.27 -0.63
I 0.13 -3.17 2.19 0.89
H -3.43 5.65 -1.10 0.08
H -3.96 4.52 0.12 0.08
H -2.23 4.88 -0.08 0.08
H -3.88 3.73 -2.36 0.13
H -1.80 4.58 -3.11 0.08
H -1.56 2.83 -3.03 0.08
H -0.92 3.86 -1.75 0.08
H -4.18 2.15 -0.50 0.11
H -3.26 1.47 -1.83 0.11
H -1.78 2.75 0.45 0.13
H -1.23 1.49 -0.68 0.11
H -1.62 -0.61 2.34 0.11
H 0.43 0.99 0.73 0.13
H 0.80 -0.26 1.87 0.07
H -0.52 -0.59 -0.84 0.09
H 1.11 -1.05 -0.36 0.11
H -1.48 -2.52 0.17 0.01
H 0.05 -3.09 -0.43 0.01
C 1.22 -4.68 -4.31 -0.01
C 0.38 -3.84 -3.38 -0.54
O -0.31 -4.33 -2.51 0.03
N 0.42 -2.49 -3.56 0.01
C 1.18 -1.73 -4.54 -0.07
H 1.08 -5.72 -4.04 0.08
H 0.92 -4.54 -5.35 0.08
H 2.28 -4.43 -4.22 0.08
H -0.17 -1.98 -2.92 0.12
H 1.87 -1.04 -4.04 0.08
H 0.52 -1.15 -5.18 0.08
H 1.76 -2.40 -5.16 0.07
C 5.01 0.44 3.33 -0.01
C 3.85 -0.31 2.71 -0.54
O 3.24 0.13 1.75 0.02
N 3.52 -1.51 3.25 0.01
C 4.12 -2.19 4.37 -0.07
H 5.14 1.37 2.78 0.08
H 4.80 0.68 4.37 0.09
H 5.93 -0.14 3.27 0.08
H 2.74 -1.94 2.78 0.04
H 4.51 -3.17 4.06 0.08
H 3.39 -2.35 5.17 0.08
H 4.94 -1.61 4.78 0.07
```

***

4.
C16H32CrF2N2O15S2 as an isolated structure at a distorted geometry. Source: OMol25; level of theory: wB97M-V/def2-TZVPD.

The largest force on an atom comes out at 3.81 eV/Å. As for the frontier orbital gap (spin up / spin down): 9.05 / 10.38 eV. As for the multiplicity: 5. Its energy relative to the best compared isomer or geometry (same formula, charge and spin) is 0.000 eV. The value obtained for the HOMO energy (spin up / spin down) is -8.6504 / -9.9832 eV. The LUMO energy (spin up / spin down) comes out at 0.3964 / 0.3962 eV.

```
70
Properties=species:S:1:pos:R:3:lowdin_spin:R:1
Cr 16.61 23.35 19.60 3.78
N 16.19 21.39 19.36 0.03
S 16.32 20.39 18.11 0.00
O 15.12 20.15 17.40 0.00
O 17.28 19.36 18.29 0.00
F 17.07 21.44 17.16 0.00
S 15.78 20.30 20.55 0.01
O 16.86 19.60 21.14 0.00
O 14.55 19.62 20.30 0.00
F 15.32 21.39 21.61 0.00
N 17.65 25.53 18.31 0.00
O 18.12 26.52 17.82 0.01
O 17.89 24.36 17.89 0.03
O 16.87 25.56 19.32 -0.01
O 17.22 23.86 21.65 0.03
C 17.88 24.38 22.53 0.01
O 18.16 23.79 23.68 0.00
C 17.50 22.53 23.94 0.00
C 16.09 22.76 24.42 0.00
C 18.31 25.80 22.46 0.00
H 18.12 21.99 24.65 0.00
H 17.46 21.94 23.03 0.00
H 15.51 23.21 23.61 0.00
H 16.07 23.37 25.32 0.00
H 15.59 21.81 24.59 0.00
H 17.45 26.41 22.19 0.00
H 19.03 25.95 21.65 0.00
H 18.70 26.22 23.38 0.00
O 14.61 23.85 20.64 0.03
C 13.68 24.58 20.85 0.00
O 12.59 24.25 21.54 0.00
C 12.54 22.93 22.12 0.00
C 12.09 21.91 21.11 0.00
C 13.63 26.02 20.40 0.00
H 11.79 23.04 22.91 0.00
H 13.47 22.70 22.64 0.00
H 11.94 20.93 21.56 0.00
H 12.87 21.81 20.35 0.00
H 11.18 22.23 20.60 0.00
H 14.56 26.28 19.89 0.00
H 13.45 26.66 21.25 0.00
H 12.82 26.09 19.67 0.00
O 18.81 22.39 19.81 0.02
C 19.82 21.79 19.51 0.00
O 20.53 21.02 20.32 0.00
C 19.93 20.66 21.59 0.00
C 21.00 20.16 22.52 0.00
C 20.50 21.93 18.18 0.00
H 19.13 19.95 21.39 0.00
H 19.40 21.53 21.99 0.00
H 21.30 19.14 22.28 0.00
H 20.74 20.28 23.56 0.00
H 21.93 20.73 22.37 0.00
H 20.57 20.95 17.70 0.00
H 21.49 22.34 18.31 0.00
H 19.88 22.48 17.47 0.00
O 15.03 23.67 17.92 0.02
C 14.72 23.83 16.75 0.00
O 13.69 23.21 16.19 0.00
C 12.86 22.42 17.04 0.00
C 11.78 23.28 17.66 0.00
C 15.35 24.84 15.85 0.00
H 13.38 21.91 17.85 0.00
H 12.44 21.59 16.47 0.00
H 11.03 22.74 18.23 0.00
H 11.26 23.91 16.93 0.00
H 12.23 23.96 18.40 0.00
H 15.14 24.52 14.83 0.00
H 16.43 24.81 16.01 0.00
H 14.98 25.85 15.99 0.00
```